(1)
{
  "formula": "C3H10NO2S2",
  "method": "ωB97M-V/def2-TZVPD",
  "elements": ["N", "C", "C", "O", "C", "S", "S", "H", "H", "H", "H", "H", "H", "H", "H", "H", "H", "O"],
  "xyz": [[-0.720539, -1.086790, 0.746631], [-0.283464, 0.372112, 0.708618], [-0.246066, 0.686977, -0.782889], [0.137474, -0.192972, -1.501726], [1.103580, 0.401165, 1.447410], [1.970193, 2.010217, 1.305510], [2.591383, 2.109040, -0.606116], [-0.875326, -1.509987, -0.184966], [-0.051528, -1.683365, 1.217748], [-1.644967, -1.157520, 1.182743], [-0.903387, 1.060322, 1.283878], [-0.398112, 1.720090, -1.117482], [0.811230, 0.276843, 2.493584], [1.696244, -0.501771, 1.279048], [3.786916, 1.577449, -0.397736], [-2.872377, -1.906575, -2.249433], [-1.940056, -0.868954, -2.822451], [-2.161202, -1.306285, -2.002367]],
  "forces_ev_per_a": [[-1.526, 0.141, 0.259], [1.094, -0.424, 0.037], [1.561, 0.054, 0.156], [-0.328, 0.214, -0.486], [-0.812, 0.181, -0.058], [-0.544, -0.510, 0.817], [-0.119, 0.163, -0.465], [0.324, 0.596, -0.466], [0.089, -0.077, 0.387], [0.274, -0.168, 0.327], [-0.567, -0.522, -0.159], [-0.279, -0.005, -0.004], [0.235, 0.474, 0.233], [0.301, 0.334, -0.735], [0.477, -0.220, -0.098], [-0.091, -0.058, 0.061], [0.335, 0.245, -0.310], [-0.425, -0.418, 0.505]],
  "mulliken_charge": [-0.30, 0.44, -0.37, -0.46, -1.14, -0.01, -0.16, 0.30, 0.34, 0.37, 0.34, 0.55, 0.43, 0.46, 0.20, 0.29, 0.30, -0.59],
  "e_lumo_ev": -3.631,
  "total_charge": 1,
  "homo_energy_ev": -13.1,
  "homo_lumo_gap_ev": 9.4
}


(2)
{
  "formula": "C3H10NO3S",
  "method": "ωB97M-V/def2-TZVPD",
  "elements": ["O", "C", "O", "C", "C", "S", "N", "H", "H", "H", "H", "H", "H", "H", "H", "H", "H", "O"],
  "xyz": [[-0.603393, 1.426388, -1.237806], [-1.060664, 1.098249, -0.155939], [-2.054289, 1.743205, 0.400877], [-0.234296, 0.180630, 0.721721], [-0.826856, -1.204951, 1.031002], [0.440542, -2.155873, 2.059358], [1.153511, 0.161987, 0.100980], [-2.661787, 2.201912, -0.194967], [-0.212932, 0.586584, 1.759316], [-1.713140, -1.029570, 1.625199], [-1.080327, -1.799347, 0.135629], [0.244900, -1.735127, 3.351619], [1.242368, -0.654454, -0.527928], [1.265551, 1.016007, -0.480973], [1.786082, 0.077813, 0.892391], [0.841499, -0.410229, -3.002006], [1.700986, 0.634118, -3.531042], [1.772241, -0.137339, -2.947432]],
  "forces_ev_per_a": [[-0.528, -0.857, 0.202], [1.305, 2.049, -1.656], [-0.810, -1.196, 1.474], [-0.854, -0.010, 1.226], [1.075, -0.248, 0.292], [-0.432, 0.035, -0.304], [-1.244, -0.307, 0.310], [0.376, 0.117, -0.448], [0.572, 0.415, -0.958], [-0.280, -0.145, -0.017], [0.253, 0.118, 0.480], [-0.341, 0.142, -0.901], [0.303, 0.495, 0.209], [0.142, -0.527, 0.232], [0.577, -0.087, -0.267], [0.270, -0.359, 0.082], [0.637, 0.016, 0.115], [-1.021, 0.349, -0.071]],
  "mulliken_charge": [-0.56, 0.46, -0.43, 0.09, -0.92, -0.19, -0.24, 0.39, 0.26, 0.42, 0.42, 0.19, 0.32, 0.39, 0.39, 0.32, 0.34, -0.65],
  "e_lumo_ev": -3.428,
  "total_charge": 1,
  "homo_energy_ev": -13.8,
  "homo_lumo_gap_ev": 10.3
}


(3)
{
  "formula": "C3H10NO3Si",
  "method": "ωB97M-V/def2-TZVPD",
  "elements": ["C", "C", "C", "N", "O", "O", "O", "Si", "H", "H", "H", "H", "H", "H", "H", "H", "H", "H"],
  "xyz": [[-0.067867, -2.566950, 1.649958], [-0.677800, -1.255955, 1.294486], [-0.692536, -0.500531, 0.138519], [-1.431324, 0.752963, 0.355104], [2.697771, 2.311373, -1.979845], [0.691635, 1.075180, -2.778655], [0.585447, 1.988294, -0.169308], [1.229555, 1.913695, -1.531497], [-1.112540, -3.253070, 2.209834], [0.285727, -3.027680, 0.827845], [-1.146063, -0.723738, 2.153705], [-0.467068, -0.894083, -0.818674], [-0.635500, 1.535090, -0.037113], [-1.879938, 0.836716, 1.266873], [-2.230940, 0.635565, -0.334988], [3.322166, 2.879074, -1.505472], [1.219134, 0.683199, -3.477116], [0.310143, -2.389143, 2.736344]],
  "forces_ev_per_a": [[-5.794, 1.258, 6.214], [0.099, 1.571, -1.151], [-0.951, -2.443, 5.246], [-1.334, -0.379, -3.972], [0.582, 0.799, 0.377], [-1.113, -0.120, 0.617], [-0.488, 0.875, 0.326], [1.715, -0.939, -1.885], [2.837, 1.702, -2.305], [2.070, -2.124, -1.883], [0.439, -0.567, -0.464], [0.251, 0.417, -0.938], [-0.699, -0.290, 1.363], [0.617, 0.041, -0.026], [0.860, 0.899, 1.047], [-0.220, -0.189, -0.022], [0.225, 0.242, -0.104], [0.902, -0.754, -2.440]],
  "mulliken_charge": [-1.20, -0.20, -0.11, -0.37, -0.48, -0.47, -0.46, 0.81, 0.28, 0.40, 0.15, 0.48, 0.43, 0.30, 0.34, 0.37, 0.39, 0.33],
  "e_lumo_ev": -3.916,
  "total_charge": 1,
  "homo_energy_ev": -12.9,
  "homo_lumo_gap_ev": 9.0
}


(4)
{
  "formula": "C3H10NO4",
  "method": "ωB97M-V/def2-TZVPD",
  "elements": ["O", "C", "O", "C", "C", "N", "H", "H", "H", "H", "H", "H", "H", "H", "O", "H", "H", "O"],
  "xyz": [[-0.420862, 0.523637, 0.752597], [-0.172983, -0.536148, 0.095763], [0.859617, -1.245008, 0.161291], [-1.092712, -1.088460, -1.025341], [-0.531715, -0.919487, -2.379491], [-2.423337, -0.449642, -0.725906], [-1.197993, -2.249107, -0.910548], [0.495236, -0.959790, -2.475663], [-1.095126, -1.734201, -3.013394], [-0.870350, 0.118609, -2.686749], [-2.503360, -0.360048, 0.278818], [-2.568555, 0.441289, -1.314745], [1.491475, 0.855069, 1.917714], [1.603896, -0.499037, 1.214900], [2.104443, 0.313323, 1.585371], [0.464307, 2.096818, 1.321604], [1.996943, 2.283327, 1.005391], [1.198220, 2.710440, 1.200545]],
  "forces_ev_per_a": [[-0.638, -1.640, -0.856], [0.857, 0.272, -0.492], [0.182, -0.578, 0.521], [-1.707, -0.742, 3.381], [-4.377, 0.642, -2.057], [-0.290, -0.089, -3.264], [0.164, 2.052, 0.474], [2.068, -0.471, 0.092], [1.353, 1.804, 0.520], [0.458, -1.035, -0.303], [0.090, 0.835, -0.407], [0.455, -1.748, 1.971], [-3.520, 2.636, 2.063], [0.747, 1.065, -0.067], [4.442, -3.925, -1.136], [0.256, -0.510, -0.693], [1.226, -1.557, -0.474], [-1.765, 2.988, 0.726]],
  "mulliken_charge": [-0.80, 0.48, -0.77, 0.53, -1.15, -0.72, 0.14, 0.34, 0.23, 0.26, 0.30, 0.24, 0.29, 0.38, -0.75, 0.37, 0.34, -0.69],
  "e_lumo_ev": 4.037,
  "total_charge": -1,
  "homo_energy_ev": -4.7,
  "homo_lumo_gap_ev": 8.7
}


(5)
{
  "formula": "C3H10NO4",
  "method": "ωB97M-V/def2-TZVPD",
  "elements": ["C", "C", "C", "O", "O", "N", "H", "H", "H", "H", "H", "H", "H", "H", "O", "H", "H", "O"],
  "xyz": [[1.417793, -1.791386, 0.773681], [0.117077, -1.530551, 1.553760], [-0.302446, 0.039956, 1.548065], [-0.492590, 0.546177, 0.419260], [-0.329703, 0.539399, 2.679785], [1.515233, -1.207887, -0.591072], [2.242275, -1.387766, 1.387223], [1.645275, -2.856251, 0.674095], [-0.591546, -2.112263, 0.950329], [0.177592, -1.878667, 2.578911], [2.485114, -1.122386, -0.830140], [0.932822, -0.380490, -0.602402], [-1.788598, 0.174253, -1.096528], [-0.824408, 1.050101, -1.807570], [-1.767700, 0.798774, -1.826630], [-1.679280, 2.926308, -1.826059], [-0.987038, 4.337959, -1.841005], [-1.769880, 3.854720, -2.143708]],
  "forces_ev_per_a": [[1.343, 0.653, 0.370], [-0.221, 0.815, -1.957], [0.887, -1.978, 0.880], [-0.073, 0.229, -0.084], [-0.217, 0.466, -0.192], [-1.081, -1.231, 0.834], [-0.022, -0.020, 0.043], [-0.324, -0.193, 0.193], [-0.590, 0.159, 0.505], [0.058, -0.132, -0.009], [0.045, 0.611, -0.173], [0.413, 0.464, -0.152], [0.125, 0.132, 0.558], [-0.618, -0.329, 0.131], [0.455, 0.452, -1.004], [-0.200, 0.692, -0.117], [-0.311, -0.426, 0.022], [0.334, -0.363, 0.151]],
  "mulliken_charge": [-0.57, -0.52, 0.43, -0.69, -0.73, -0.60, 0.28, 0.33, 0.24, 0.29, 0.18, 0.34, 0.37, 0.32, -0.72, 0.41, 0.31, -0.67],
  "e_lumo_ev": 3.803,
  "total_charge": -1,
  "homo_energy_ev": -4.6,
  "homo_lumo_gap_ev": 8.4
}


(6)
{
  "formula": "C3H10NOS",
  "method": "ωB97M-V/def2-TZVPD",
  "elements": ["C", "C", "C", "S", "N", "H", "H", "H", "H", "H", "H", "H", "H", "H", "H", "O"],
  "xyz": [[-0.373716, -1.149474, -1.723351], [0.024391, -0.097815, -0.700471], [0.385225, -0.653583, 0.657978], [1.230822, 0.546720, 1.783921], [1.199087, 0.627545, -1.318055], [0.316244, -1.986336, -1.712383], [-0.576598, -0.747651, -2.711482], [-1.298815, -1.607991, -1.355645], [-0.716521, 0.697697, -0.670747], [-0.471435, -1.067496, 1.199763], [1.082660, -1.490024, 0.558412], [1.110026, 1.608789, -1.075372], [2.000796, 0.401351, -0.741057], [-0.658529, 1.958878, 2.299644], [-1.655990, 1.032270, 2.928469], [-1.597646, 1.927121, 2.580376]],
  "forces_ev_per_a": [[-1.232, -0.558, 1.181], [1.459, 1.030, -1.511], [0.192, 0.149, 1.040], [-0.170, -0.020, -0.085], [-0.086, -0.063, 0.215], [0.525, 0.091, -0.411], [0.322, 0.031, -0.072], [-0.280, -0.043, -0.153], [-0.575, -0.291, 0.479], [-0.212, 0.079, -0.317], [-0.004, -0.090, -0.371], [-0.173, 0.019, -0.012], [0.279, -0.256, 0.054], [-0.024, -0.348, -0.064], [0.116, -0.002, -0.039], [-0.136, 0.269, 0.065]],
  "mulliken_charge": [-1.35, 0.50, -1.01, -0.68, -0.76, 0.31, 0.37, 0.33, 0.20, 0.32, 0.32, 0.27, 0.27, 0.25, 0.31, -0.66],
  "e_lumo_ev": 4.057,
  "total_charge": -1,
  "homo_energy_ev": -2.9,
  "homo_lumo_gap_ev": 7.0
}


(7)
{
  "formula": "C3H10NOS",
  "method": "ωB97M-V/def2-TZVPD",
  "elements": ["C", "C", "S", "C", "N", "H", "H", "H", "H", "H", "H", "H", "H", "H", "H", "O"],
  "xyz": [[0.158855, 0.485864, 0.885626], [1.552557, -0.257129, 0.924088], [1.479087, -1.904707, 0.062961], [-0.005578, 1.114523, -0.613113], [-1.426818, 1.489096, -0.760677], [-0.469003, -0.341019, 1.149118], [-0.029073, 1.274858, 1.743026], [2.209263, 0.371844, 0.374386], [2.133414, -0.351320, 1.989331], [0.803297, 1.827235, -0.714478], [0.519569, 0.283120, -1.244227], [-1.914389, 1.755886, 0.064789], [-1.871889, 0.739568, -1.236926], [-1.770655, -2.534750, -0.680363], [-0.177955, -2.018014, -0.662788], [-1.190688, -1.935059, -1.280747]],
  "forces_ev_per_a": [[1.738, 0.836, 0.463], [0.452, -0.083, 2.044], [0.335, 0.418, 0.644], [0.597, -2.988, 3.062], [1.896, 0.579, -2.261], [-1.284, -0.136, -0.559], [0.695, -1.059, -1.646], [0.936, 0.505, -0.630], [-1.839, 0.135, -2.155], [-0.540, 1.366, 0.169], [-2.310, 0.983, 0.440], [0.183, -0.191, 0.687], [-0.631, -0.648, -0.100], [1.351, 1.566, -1.624], [-1.936, 0.643, -1.517], [0.356, -1.927, 2.983]],
  "mulliken_charge": [-0.56, -0.67, -0.58, -0.42, -0.67, 0.32, 0.30, 0.26, 0.24, 0.31, 0.24, 0.24, 0.32, 0.27, 0.15, -0.73],
  "e_lumo_ev": 4.169,
  "total_charge": -1,
  "homo_energy_ev": -3.2,
  "homo_lumo_gap_ev": 7.4
}


(8)
{
  "formula": "C3H10NOS",
  "method": "ωB97M-V/def2-TZVPD",
  "elements": ["C", "O", "C", "N", "H", "H", "H", "H", "H", "H", "C", "S", "H", "H", "H", "H"],
  "xyz": [[-0.606417, 1.066823, 1.004743], [-0.702601, 2.083755, 1.846882], [-0.990361, -0.304721, 1.634335], [-0.960594, -1.402108, 0.659654], [-1.265000, 1.128161, 0.067928], [0.421104, 0.905193, 0.559359], [-0.249871, -0.486032, 2.417218], [-1.962742, -0.128936, 2.107671], [-1.334344, -2.254593, 1.062374], [-1.569218, -1.170810, -0.119600], [2.001503, -0.055684, -1.870701], [0.366501, 0.096613, -2.634844], [2.719798, -0.403308, -2.609704], [2.317537, 0.920808, -1.513155], [1.980437, -0.742117, -1.027731], [-0.165728, 0.746949, -1.584433]],
  "forces_ev_per_a": [[0.045, -0.334, -0.089], [-0.048, 0.128, -0.028], [0.241, 0.592, -0.075], [-0.054, -0.170, -0.009], [-0.105, 0.095, 0.078], [0.048, -0.011, 0.024], [-0.081, -0.162, 0.056], [-0.086, -0.184, 0.060], [0.025, 0.025, 0.006], [0.065, 0.052, -0.012], [0.098, 0.092, 0.165], [0.118, 0.058, -0.025], [-0.065, -0.054, -0.113], [0.053, 0.004, -0.002], [-0.099, -0.050, -0.021], [-0.156, -0.085, -0.016]],
  "mulliken_charge": [0.17, -0.87, -0.44, -0.48, -0.05, -0.15, 0.30, 0.25, 0.19, 0.16, -0.80, -0.21, 0.30, 0.29, 0.29, 0.06],
  "e_lumo_ev": 3.315,
  "total_charge": -1,
  "homo_energy_ev": -2.4,
  "homo_lumo_gap_ev": 5.7
}


(9)
{
  "formula": "C3H10NOS",
  "method": "ωB97M-V/def2-TZVPD",
  "elements": ["C", "N", "C", "C", "S", "H", "H", "H", "H", "H", "H", "H", "H", "H", "H", "O"],
  "xyz": [[-0.297557, 0.466056, -2.438415], [0.535222, 0.633541, -1.235819], [-0.271776, 0.702739, 0.098769], [0.618660, 0.857095, 1.372151], [-0.313268, 0.383487, 2.879858], [0.284351, 0.586041, -3.350244], [-1.096334, 1.234959, -2.465027], [-0.868692, -0.560465, -2.502106], [1.181548, -0.091929, -1.057073], [-1.025583, 1.466920, 0.132205], [-0.853843, -0.271683, 0.076680], [0.979921, 1.870306, 1.399201], [1.489457, 0.227189, 1.213696], [0.114404, -1.681761, 2.110014], [-0.520755, -3.176512, 2.186062], [0.044245, -2.645983, 1.580046]],
  "forces_ev_per_a": [[-0.926, -1.394, 0.874], [-1.863, 2.138, 1.110], [0.492, -2.069, -1.104], [-0.981, -0.844, -1.164], [0.416, -0.108, -0.301], [0.173, -0.097, -0.006], [0.522, -0.280, 0.196], [0.940, 1.515, 0.144], [0.614, -1.012, -0.361], [-0.189, 0.716, -0.539], [0.596, 0.883, 0.734], [0.091, 0.558, 0.142], [0.274, -0.252, 0.192], [-0.641, -2.468, -1.336], [0.583, 0.734, -0.591], [-0.102, 1.979, 2.010]],
  "mulliken_charge": [-0.73, -0.46, -0.39, -0.95, -0.65, 0.30, 0.26, 0.23, 0.25, 0.36, 0.28, 0.33, 0.31, 0.25, 0.28, -0.68],
  "e_lumo_ev": 3.840,
  "total_charge": -1,
  "homo_energy_ev": -2.9,
  "homo_lumo_gap_ev": 6.7
}


(10)
{
  "formula": "C3H10NP",
  "method": "ωB97M-V/def2-TZVPD",
  "elements": ["C", "C", "C", "N", "P", "H", "H", "H", "H", "H", "H", "H", "H", "H", "H"],
  "xyz": [[-0.113907, 0.786683, -1.281347], [-0.523403, -1.554981, 0.172696], [-0.743511, 1.023248, 1.262074], [3.605626, -0.288258, 0.270872], [0.484567, -0.001015, 0.216879], [0.061279, 1.856581, -1.474539], [0.226523, 0.303250, -2.149286], [-1.172193, 0.669024, -1.183970], [-1.557196, -1.489450, -0.243483], [-0.092950, -2.416034, -0.325840], [-0.649204, -1.915294, 1.144278], [-1.515959, 0.244877, 1.373446], [-0.449745, 1.429044, 2.239448], [-0.986214, 1.930458, 0.667590], [3.426288, -0.578132, -0.688820]],
  "forces_ev_per_a": [[-0.322, 0.924, -0.432], [-0.724, 0.034, -1.606], [0.603, -0.147, -0.070], [0.057, 0.215, 0.678], [0.197, 0.519, 1.237], [0.332, -0.314, 0.706], [0.373, -0.921, -1.258], [-0.914, -0.006, -0.487], [0.634, 0.478, 0.143], [0.576, 0.157, -0.436], [-0.109, -0.316, 1.937], [-0.395, 1.111, 0.101], [0.262, -0.646, -0.176], [-0.395, -0.900, 0.297], [-0.175, -0.189, -0.634]],
  "mulliken_charge": [-1.12, -1.23, -0.89, -0.27, 0.23, 0.36, 0.36, 0.39, 0.36, 0.34, 0.41, 0.25, 0.34, 0.23, 0.22],
  "e_lumo_ev": [-0.495, -0.482],
  "homo_energy_ev": [-8.6, -8.6],
  "homo_lumo_gap_ev": [8.1, 8.1]
}